[1]
Computed, not measured: a structure of composition C33H44Cl3IN5O5SiV in a non-equilibrium geometry, with ωB97M-V/def2-TZVPD.

## Properties
Energy above the lowest of the compared OMol25 structures with the same formula, charge and spin, eV: 0.6627
HOMO-LUMO gap (spin up / spin down), eV: 7.04 / 6.50
Maximum force, eV/Å: 3.5
DFT total energy, eV: -131858.7634
HOMO level (spin up / spin down), eV: -7.8 / -7.6
Expectation value of S²: 2.07

The geometry in ORCA input format:
```
! wB97M-V def2-TZVPD RIJCOSX def2/J DEFGRID3
* xyz 0 3
V 0.29422 -0.11707 0.64439
C 3.57782 0.84620 -2.31811
C 2.95340 2.03278 -1.65065
N 3.41031 3.23462 -1.89767
C 2.83859 4.31461 -1.31275
C 1.73142 4.25276 -0.51292
C 1.09932 5.49106 0.07766
O 1.72779 6.69704 -0.29343
C 1.20349 2.96581 -0.23784
C -0.07004 2.76990 0.38046
N -0.59417 1.61765 0.70070
C -2.02498 1.62470 0.84862
C -2.62856 1.70607 2.09647
C -4.00871 1.68909 2.21297
C -4.80321 1.59651 1.08181
C -4.21600 1.52206 -0.17208
C -2.83607 1.53779 -0.28814
I -1.99128 1.44864 -2.20919
C 1.87075 1.84120 -0.74759
O 1.48866 0.65111 -0.39136
H 4.60781 1.07512 -2.58135
H 3.03331 0.61126 -3.23662
H 3.53317 -0.03344 -1.67708
H 3.31870 5.26135 -1.51913
H 1.16245 5.44521 1.16684
H 0.03306 5.52123 -0.18137
H 1.65117 6.80854 -1.24685
H -0.71016 3.64247 0.50240
H -2.00434 1.77099 2.97854
H -4.46172 1.74241 3.19423
H -5.88144 1.58812 1.16927
H -4.82932 1.45417 -1.05971
C -3.45711 -2.26644 -3.11821
C -3.18728 -3.44197 -2.18653
C -1.81121 -3.42640 -1.51448
C -1.74711 -4.65074 -0.54847
C -0.39452 -5.03103 0.04501
C -0.72345 -3.58110 -2.56224
O -0.85406 -4.22519 -3.57674
N 0.47353 -2.98021 -2.24692
C 0.71969 -2.25869 -1.08380
O 1.86477 -2.05710 -0.72717
N -0.34336 -1.75232 -0.38648
C -1.62237 -2.17425 -0.65981
O -2.58991 -1.62483 -0.16265
H -4.42515 -2.38914 -3.60508
H -2.69976 -2.20200 -3.90153
H -3.47341 -1.32586 -2.56850
H -3.25421 -4.37310 -2.74991
H -3.93905 -3.46854 -1.39643
H -2.14280 -5.49912 -1.11046
H -2.45351 -4.43783 0.25817
H 0.30910 -5.35661 -0.72203
H -0.52986 -5.86192 0.73826
H 0.06086 -4.21382 0.60676
H 1.27721 -3.18003 -2.82534
C 1.65165 -2.01513 3.24940
Si 2.05114 -0.28082 2.56046
C 3.95272 -0.34448 2.17377
C 4.48192 0.88343 1.42485
C 4.23741 -1.57573 1.30409
C 4.77509 -0.50023 3.46169
C 1.70753 0.97779 4.01077
C 0.22467 1.34176 4.10319
C 2.09506 0.36667 5.36833
C 2.47738 2.28658 3.80274
H 2.47866 -2.42641 3.83328
H 1.44594 -2.70897 2.42955
H 0.77155 -1.99352 3.89696
H 3.89998 1.09615 0.53224
H 5.51368 0.69959 1.10294
H 4.49018 1.78039 2.04408
H 3.78152 -1.49116 0.32191
H 3.87107 -2.49771 1.76005
H 5.32088 -1.67800 1.17300
H 4.73567 0.38724 4.09310
H 5.82517 -0.65959 3.19126
H 4.45934 -1.36039 4.05558
H -0.41018 0.46019 4.19160
H -0.09205 1.91654 3.23201
H 0.05358 1.95985 4.99328
H 1.41721 -0.44574 5.63851
H 2.02045 1.13101 6.15139
H 3.10882 -0.02776 5.38742
H 2.27517 2.72296 2.81872
H 3.55379 2.14957 3.89309
H 2.17696 3.01906 4.56159
Cl -4.28057 -1.82593 2.68024
C -2.67531 -2.00020 3.38592
Cl -2.63726 -1.30178 5.01810
Cl -2.22473 -3.72013 3.45186
C -1.68111 -1.32034 2.57389
N -0.84913 -0.79523 1.97947
*
```



[2]
Computed, not measured: an isolated molecule of C5H9NOS in a non-equilibrium geometry, with ωB97M-V/def2-TZVPD.

## Properties
Energy above the lowest of the compared OMol25 structures with the same formula, charge and spin, eV: 3.0684
HOMO-LUMO gap, eV: 10.06
Maximum force, eV/Å: 5.1
SMILES: CO[C@@H](S)[C@@H](C)C#N
DFT total energy, eV: -19701.2349
HOMO level, eV: -9.3

The geometry in ORCA input format:
```
! wB97M-V def2-TZVPD RIJCOSX def2/J DEFGRID3
* xyz 0 1
C 1.93514 -0.96070 -0.73330
C 2.08211 1.09999 0.70897
C -2.24466 -0.96377 -0.98299
C 1.34959 0.34698 -0.41273
C -0.25190 -0.15536 0.00932
N 2.40823 -1.99490 -0.87544
O -0.80394 -0.90887 -0.98358
S -0.16168 -1.20591 1.67448
H 2.13129 0.58159 1.57802
H 1.51531 1.98179 0.85055
H 3.06994 1.22722 0.54979
H -2.58789 -0.21168 -1.56465
H -2.47481 -0.83242 0.13230
H -2.36717 -1.93387 -1.43850
H 1.37802 0.87766 -1.27630
H -0.73588 0.66607 0.39674
H 1.11310 -1.56733 1.49945
*
```



[3]
Computed, not measured: an isolated molecule of C6H2N2O2 in a non-equilibrium geometry, with ωB97M-V/def2-TZVPD.

## Properties
Energy above the lowest of the compared OMol25 structures with the same formula, charge and spin, eV: 4.7836
HOMO-LUMO gap (spin up / spin down), eV: 8.14 / 8.14
Maximum force, eV/Å: 5.8
SMILES: C#Cc1cc(C#N)o[n+]1[O-]
DFT total energy, eV: -13321.2568
HOMO level (spin up / spin down), eV: -9.0 / -9.0

The geometry in ORCA input format:
```
! wB97M-V def2-TZVPD RIJCOSX def2/J DEFGRID3
* xyz 0 1
C -2.66957 1.04251 -0.51207
C -1.92637 0.16006 -0.45038
C 2.81723 -0.93732 -0.14752
C 0.44616 -0.49116 -0.85168
C -0.62254 -0.15288 -0.03804
C 1.48816 -0.58208 0.03038
N 3.95172 -1.02051 -0.08428
N -0.20692 0.31884 1.21584
O 1.02944 -0.15364 1.31937
O -1.01503 1.02449 2.01467
H -3.45825 1.66854 -0.64832
H 0.16599 -0.87686 -1.84797
*
```



[4]
Computed, not measured: the ion C4H11ClN3 with charge +1 in a non-equilibrium geometry, with ωB97M-V/def2-TZVPD.

## Properties
Energy above the lowest of the compared OMol25 structures with the same formula, charge and spin, eV: 1.9179
HOMO-LUMO gap, eV: 10.22
Maximum force, eV/Å: 4.8
SMILES: [H]/N=N/[C@@H](Cl)[C@@H]([NH3+])CC
DFT total energy, eV: -21310.2663
HOMO level, eV: -13.9

The geometry in ORCA input format:
```
! wB97M-V def2-TZVPD RIJCOSX def2/J DEFGRID3
* xyz 1 1
C 1.42953 0.44566 1.14892
C 0.83367 0.08372 -0.16049
C -0.42252 -0.69010 0.02791
C -1.66279 0.17601 0.58198
N -1.81774 2.32559 0.15822
N -1.82834 1.23282 -0.37395
N -0.90729 -1.23591 -1.28402
Cl -3.14753 -0.90535 0.42686
H 1.96838 -0.44001 1.47508
H 0.75232 0.78690 1.89448
H 2.01889 1.29116 1.04790
H 0.74642 0.90773 -0.73295
H 1.57289 -0.46007 -0.70680
H -0.27789 -1.51924 0.70041
H -1.61783 0.34142 1.76155
H -1.98578 3.05560 -0.53936
H -0.09771 -1.94724 -1.63749
H -1.08799 -0.57411 -2.00295
H -1.82647 -1.59321 -1.24095
*
```



[5]
Computed, not measured: an isolated molecule of C4H6ClN2P in a non-equilibrium geometry, with ωB97M-V/def2-TZVPD.

## Properties
Energy above the lowest of the compared OMol25 structures with the same formula, charge and spin, eV: 0.3315
HOMO-LUMO gap, eV: 9.36
Maximum force, eV/Å: 3.4
SMILES: Cc1nn(C)pc1Cl
DFT total energy, eV: -29035.4721
HOMO level, eV: -8.9

The geometry in ORCA input format:
```
! wB97M-V def2-TZVPD RIJCOSX def2/J DEFGRID3
* xyz 0 1
C 0.55402 -0.75916 0.08651
C 1.58816 0.11488 -0.06065
C 0.56089 -2.21705 -0.13096
C -1.76176 1.94331 0.09543
N -0.61663 -0.10973 0.06073
N -0.49605 1.22144 0.07938
P 1.10146 1.78277 -0.01774
Cl 3.33980 -0.30397 0.09394
H 0.92318 -2.68694 0.78895
H 1.13591 -2.55815 -1.12038
H -0.40117 -2.63531 -0.12197
H -1.53255 2.80258 -0.47469
H -2.49197 1.26204 -0.37170
H -1.90327 2.14327 1.09314
*
```



[6]
Computed, not measured: a structure of composition C11H21ClF3IrO4P2 in a non-equilibrium geometry, with ωB97M-V/def2-TZVPD.

## Properties
HOMO-LUMO gap (spin up / spin down), eV: 7.46 / 3.98
Maximum force, eV/Å: 8.9
DFT total energy, eV: -61992.8368
HOMO level (spin up / spin down), eV: -19.0 / -20.0
Expectation value of S²: 8.77

The geometry in ORCA input format:
```
! wB97M-V def2-TZVPD RIJCOSX def2/J DEFGRID3
* xyz 3 6
C -0.45132 -0.52192 -4.59255
C -0.63591 0.52168 -3.51191
H 0.61076 -0.50194 -4.84206
H -0.99548 -0.30936 -5.52432
H -0.79071 -1.50555 -4.21670
O 0.27026 1.19674 -3.10295
Cl -2.20152 0.58787 -2.88642
Ir 0.42099 -0.01139 1.34999
P 0.03194 2.01785 0.27500
C 1.41648 2.97666 1.01499
C -0.20051 3.14316 -1.19558
H -0.32769 4.16628 -0.80829
H -1.73864 3.61648 0.76414
H -1.07602 2.84600 -1.78887
H -2.27700 1.92879 0.97572
H 2.31113 2.71900 0.43619
H 0.67912 3.10369 -1.84380
C -1.46166 2.63684 1.16942
H 1.20748 4.04535 0.91805
H -1.24752 2.70535 2.24125
H 1.52199 2.67564 2.06117
P 0.20180 -2.04306 0.19663
C 1.52879 -3.18001 0.77067
C -1.32077 -2.79362 0.90088
H -0.99455 -2.18950 -1.91401
H -0.01045 -3.65747 -1.61708
H 0.78616 -2.15143 -2.16968
C -0.02455 -2.55604 -1.55299
H -2.17761 -2.29649 0.43242
H -1.35487 -3.86416 0.66590
H 1.29810 -4.21532 0.48868
H 1.61895 -3.11419 1.85995
H -1.35466 -2.64132 1.98450
H 2.47914 -2.88394 0.31252
C 2.25314 -0.06036 1.44594
O 3.40484 -0.15119 1.58483
F -1.74053 0.51601 6.06611
C -1.28387 -0.43613 5.21581
F -0.35885 -1.19235 5.87948
F -2.32265 -1.25323 4.88500
C -0.60553 0.21406 3.94827
O 0.07056 1.23942 4.02992
O -0.84578 -0.47829 2.89532
*
```



[7]
Computed, not measured: a structure of composition C13H19F2N6O2Os in a non-equilibrium geometry, with ωB97M-V/def2-TZVPD.

## Properties
Energy above the lowest of the compared OMol25 structures with the same formula, charge and spin, eV: 0.0970
HOMO-LUMO gap (spin up / spin down), eV: 8.52 / 4.90
Maximum force, eV/Å: 1.9
DFT total energy, eV: -34696.9403
HOMO level (spin up / spin down), eV: -18.6 / -18.6
Expectation value of S²: 6.02

The geometry in ORCA input format:
```
! wB97M-V def2-TZVPD RIJCOSX def2/J DEFGRID3
* xyz 3 5
Os -1.19911 0.16175 0.68327
N -1.02899 -1.85576 -0.15563
C -0.08891 -2.74200 0.62309
C 0.56676 -3.84774 -0.21315
C 1.87643 -3.55635 -0.99644
C 3.07093 -4.45220 -0.53961
N 4.23560 -3.75190 -0.01108
C 5.31544 -3.38008 -0.70053
N 6.32307 -2.79287 -0.05951
N 5.39063 -3.57081 -2.01479
C 0.90338 -1.83011 1.38811
O 1.95108 -2.23624 1.77776
O 0.42458 -0.59725 1.56075
H -1.95317 -2.29353 -0.18179
H -0.72607 -1.80643 -1.13117
H -0.67711 -3.20865 1.41625
H -0.19412 -4.19873 -0.91583
H 0.73129 -4.68663 0.46113
H 2.17559 -2.50862 -0.92259
H 1.69399 -3.75652 -2.05183
H 3.39149 -5.09128 -1.36027
H 2.73307 -5.11985 0.24929
H 4.19900 -3.49952 0.96235
H 6.33874 -2.72882 0.94434
H 7.17706 -2.55347 -0.53525
H 4.68673 -4.08177 -2.51494
H 6.24457 -3.37902 -2.51335
N 0.11813 6.90409 3.32892
C -0.10301 5.85872 2.90165
C -0.36663 4.56336 2.36206
C -0.49650 4.39445 0.97683
C -0.74069 3.13743 0.48665
N -0.85905 2.06552 1.31092
C -0.72783 2.22547 2.65517
C -0.48849 3.45569 3.21098
H -0.41491 5.23605 0.30256
H -0.84949 2.97265 -0.57817
H -0.81752 1.34811 3.28602
H -0.39706 3.55879 4.28385
F -3.50652 0.81122 1.70032
C -3.23498 0.40770 0.43223
F -3.70851 -0.85400 0.27407
H -3.70284 1.07745 -0.29632
*
```



[8]
Computed, not measured: a structure of composition C19H38BrCl14O7P in a non-equilibrium geometry, with ωB97M-V/def2-TZVPD.

## Properties
HOMO-LUMO gap, eV: 9.58
Maximum force, eV/Å: 3.9
DFT total energy, eV: -289296.3372
HOMO level, eV: -9.3

The geometry in ORCA input format:
```
! wB97M-V def2-TZVPD RIJCOSX def2/J DEFGRID3
* xyz 0 1
O -3.31030 -1.11720 -0.10766
C -3.32819 -0.23044 -0.96605
O -2.45058 0.85465 -1.07271
C -1.33803 0.75186 -0.14890
O -0.19716 1.48497 -0.68521
C 0.46696 0.52167 -1.54746
O 1.29442 1.18268 -2.52972
C 0.81018 0.91217 -3.87059
C 1.02595 -0.61001 -4.32630
O 2.41983 -1.03038 -4.18162
O -4.39309 -0.27337 -1.93469
P -3.70013 0.25493 -3.42576
O -4.78175 1.32849 -4.21130
Br -3.61950 -1.64656 -4.70603
H -1.63232 1.31350 0.82049
H -0.96637 -0.30504 0.03710
H 1.17800 -0.15760 -0.95301
H -0.31845 -0.15798 -2.01281
H 1.46082 1.54704 -4.58015
H -0.27157 1.29821 -4.03427
H 0.39480 -1.31388 -3.66399
H 0.64618 -0.76965 -5.40013
H 2.92409 -0.24614 -3.86022
H -4.34314 2.21169 -4.21542
Cl 2.44702 -3.43905 -2.05131
C 1.05797 -3.66231 -0.96095
C -0.21976 -3.96855 -1.71482
Cl -0.80154 -2.57114 -2.65883
H 0.95836 -2.76295 -0.35104
H 1.30501 -4.49563 -0.30077
H -1.01248 -4.22327 -1.00886
H -0.09100 -4.80729 -2.40035
Cl -1.31844 1.57154 5.69590
C -2.26896 2.83035 4.86853
C -3.20753 2.24907 3.83139
Cl -2.33026 1.56580 2.43469
H -1.57332 3.54453 4.42520
H -2.84228 3.34870 5.63972
H -3.85924 3.03281 3.44153
H -3.83503 1.46255 4.25324
Cl 1.24678 4.21212 8.76173
C 1.48736 2.62544 7.98641
C 1.65575 1.51240 9.00032
Cl 3.18935 1.64567 9.89771
H 2.35114 2.69919 7.32435
H 0.60430 2.43642 7.37424
H 1.67096 0.54741 8.49079
H 0.84007 1.50250 9.72507
Cl -3.28972 1.39880 9.30474
C -2.39281 2.88585 9.70158
C -3.17840 4.13581 9.36293
Cl -3.36586 4.35477 7.60411
H -1.43825 2.85743 9.17389
H -2.19037 2.85656 10.77372
H -2.65231 5.01603 9.73630
H -4.17362 4.11879 9.80929
Cl 7.38204 -6.13633 -0.67634
C 6.44011 -4.86005 -1.48763
C 5.50843 -5.41885 -2.54321
Cl 6.39268 -6.07597 -3.94279
H 7.14079 -4.13961 -1.91187
H 5.85955 -4.35515 -0.71334
H 4.86203 -4.62644 -2.92307
H 4.87545 -6.21129 -2.14137
Cl -3.97343 4.53304 -3.72704
C -2.52959 5.20636 -4.52544
C -1.80756 4.17994 -5.37736
Cl -1.03539 2.90505 -4.39461
H -1.87745 5.61572 -3.75281
H -2.87326 6.03083 -5.15266
H -1.01126 4.66633 -5.94341
H -2.48318 3.69706 -6.08529
Cl 0.49829 -4.51108 -5.19248
C 1.95821 -3.81952 -5.94432
C 2.70588 -4.83578 -6.78354
Cl 3.45387 -6.11088 -5.78887
H 2.58665 -3.41172 -5.15126
H 1.62708 -2.99203 -6.57434
H 3.51506 -4.34387 -7.32622
H 2.05009 -5.31617 -7.51133
*
```



[9]
Computed, not measured: an isolated molecule of C10H18N3OP in a non-equilibrium geometry, with ωB97M-V/def2-TZVPD.

## Properties
Energy above the lowest of the compared OMol25 structures with the same formula, charge and spin, eV: 1.1416
HOMO-LUMO gap, eV: 9.73
Maximum force, eV/Å: 3.4
SMILES: CC(C)(C)N(c1ccccc1)P(N)(N)=O
DFT total energy, eV: -26469.3506
HOMO level, eV: -9.1

The geometry in ORCA input format:
```
! wB97M-V def2-TZVPD RIJCOSX def2/J DEFGRID3
* xyz 0 1
C -1.23476 -3.01505 -1.76115
C -0.36959 -3.02254 -0.72524
C -1.80139 -1.75200 -2.09883
C -0.02616 -1.87491 -0.05066
C -1.32556 -0.59569 -1.52247
C -0.38327 -0.62764 -0.45773
C 1.95615 0.48764 -1.22718
C 1.30641 2.60068 -0.18565
C 2.06383 0.76971 1.40083
C 1.36497 1.12129 0.07543
N -1.18204 -0.23530 2.65872
N -2.68028 0.79573 0.75670
N -0.06288 0.66461 0.12670
O -0.74940 2.29645 2.02025
P -1.14713 1.00140 1.46613
H -1.52830 -3.92200 -2.18917
H 0.05214 -3.91200 -0.21498
H -2.53474 -1.70392 -2.96796
H 0.63542 -2.03161 0.73745
H -1.54091 0.38808 -1.75110
H 1.67204 -0.52905 -1.48452
H 1.86930 1.07454 -2.10251
H 2.97461 0.40438 -1.19836
H 0.79689 3.04870 0.56495
H 0.75282 2.96609 -1.04119
H 2.27630 2.92489 -0.12730
H 2.16808 1.71144 1.99522
H 1.55294 0.21022 2.15462
H 3.04255 0.39321 1.28702
H -1.92017 -0.89083 2.47203
H -0.26679 -0.66141 2.67163
H -3.11672 1.70057 0.78767
H -2.61437 0.21432 -0.06937
*
```